[1]
144
Properties=species:S:1:pos:R:3:forces:R:3:lowdin_charge:R:1 method="wB97M-V/def2-TZVPD" homo_energy_ev=-8.0 smiles="CCOCCC1=C(CSCC)C(=O)c2c(ccc([PH2]=N)c2CCOC=O)C1=O.c1cc[nH]c1.c1cc[nH]c1.c1cc[nH]c1.c1cc[nH]c1.c1cc[nH]c1.c1cc[nH]c1.c1cc[nH]c1.c1cc[nH]c1.c1cc[nH]c1" homo_lumo_gap_ev=6.76 total_energy_ha=-3839.6298
C -0.60158 -4.21260 5.85127 -0.561 -0.048 -0.392 -0.049
C -0.93070 -4.80593 4.48253 0.496 0.056 0.407 -0.257
O -1.68637 -3.86884 3.74600 -0.092 0.096 -0.048 -0.142
C -1.66636 -4.12069 2.37037 0.089 -0.093 -0.547 -0.245
C -2.29661 -2.95298 1.64748 0.319 0.021 0.514 -0.086
C -1.56976 -1.63061 1.75868 -0.391 -0.293 -0.226 -0.058
C -2.02545 -0.55062 1.10526 0.155 -0.234 0.154 -0.135
C -3.26351 -0.62704 0.25469 0.082 0.410 -0.361 -0.429
S -3.67351 0.78304 -0.80197 -0.347 0.108 0.058 0.882
C -2.58373 0.61141 -2.24248 0.414 -0.376 -0.293 -0.508
C -1.41868 -0.35399 -2.10692 0.196 0.012 0.083 -0.140
C -1.27942 0.72183 1.30710 -0.021 -0.232 0.352 -0.292
O -1.03977 1.50664 0.42797 0.046 0.441 -0.459 0.100
C -0.78292 0.93872 2.69805 0.123 0.304 0.631 -0.017
C -0.29033 -0.18555 3.35434 0.040 0.211 0.306 -0.058
C 0.24954 -0.10726 4.63571 -0.131 0.459 -0.292 0.007
C 0.24702 1.13048 5.26084 -0.154 0.112 -0.199 -0.092
C -0.26832 2.26837 4.62898 -0.536 0.133 -0.329 -0.273
P -0.16221 3.79003 5.63476 1.693 -0.004 0.638 0.750
N 1.23534 3.95639 6.35287 -0.527 -0.237 -0.236 -0.303
C -0.79104 2.20044 3.32412 0.131 -0.517 0.032 -0.128
C -1.33847 3.40580 2.60680 0.429 0.090 0.326 -0.115
C -0.26749 4.10767 1.77585 -0.078 0.118 0.348 -0.133
O 0.71743 4.69196 2.66692 -0.422 -0.413 0.234 -0.074
C 1.94890 4.12704 2.57208 -0.207 0.008 0.458 -0.334
O 2.67003 4.29528 1.65378 0.588 -0.004 -0.950 0.119
C -0.36034 -1.47831 2.62082 -0.221 0.292 -0.172 -0.271
O 0.52263 -2.29018 2.69075 0.406 -0.483 0.117 0.141
H -0.94429 -3.18159 5.84846 0.031 0.192 0.048 0.061
H 0.46094 -4.22102 6.04211 0.210 -0.063 0.228 0.054
H -1.14670 -4.73115 6.63165 0.118 -0.054 0.289 0.074
H -1.47026 -5.74867 4.57636 -0.195 -0.112 -0.053 0.118
H 0.00423 -5.02569 3.96393 0.049 0.043 -0.267 0.116
H -0.64976 -4.26308 2.00444 0.245 -0.017 0.139 0.119
H -2.20830 -5.03153 2.10063 -0.235 -0.118 0.184 0.131
H -3.27886 -2.79933 2.09546 -0.260 -0.001 -0.154 0.138
H -2.42970 -3.24345 0.61083 -0.102 0.076 -0.276 0.125
H -3.28116 -1.52307 -0.35293 0.087 -0.239 -0.003 0.069
H -4.11632 -0.71125 0.92474 -0.198 0.016 0.095 0.091
H -2.17055 1.58751 -2.47017 -0.079 0.313 0.175 0.072
H -3.16775 0.32425 -3.11190 -0.329 -0.030 0.014 0.044
H -0.90585 -0.43437 -3.06163 0.033 0.006 -0.209 0.060
H -1.70668 -1.36359 -1.82960 -0.155 -0.125 0.015 0.066
H -0.69711 0.00689 -1.38300 0.077 0.005 0.134 0.060
H 0.64977 -0.98255 5.12212 0.020 -0.198 0.033 0.115
H 0.63762 1.26230 6.26223 0.136 -0.155 0.079 0.091
H -1.20209 3.72286 6.58565 -0.350 0.093 -0.375 -0.001
H -0.42563 4.89182 4.81767 -0.589 -0.113 0.024 0.003
H 1.87575 3.20969 6.11890 0.195 0.077 0.077 -0.057
H -2.17267 3.13915 1.97099 -0.111 -0.085 -0.215 0.123
H -1.70367 4.11294 3.34201 -0.217 0.175 0.041 0.097
H 0.22393 3.39579 1.12912 0.018 0.010 -0.365 0.112
H -0.72355 4.90802 1.20611 0.078 0.134 -0.201 0.133
H 2.22260 3.49960 3.42516 -0.065 0.112 0.354 0.138
C -2.90366 -1.24198 9.45982 -0.068 0.118 -0.018 -0.105
C -3.03489 0.15014 9.72929 0.063 -0.023 0.039 -0.111
C -2.14107 0.80805 8.92584 -0.011 -0.022 -0.014 -0.140
N -1.48426 -0.13248 8.17861 -0.110 0.092 0.022 0.017
C -1.94787 -1.37588 8.48997 0.086 -0.210 -0.003 -0.148
H -3.44506 -2.04709 9.92703 -0.030 0.001 -0.020 0.089
H -3.69925 0.61198 10.44002 -0.004 0.005 0.005 0.088
H -1.91484 1.85609 8.82595 -0.002 0.005 0.021 0.098
H -0.76908 0.05375 7.50402 0.071 0.010 -0.059 0.102
H -1.54342 -2.24805 8.00472 -0.001 -0.021 0.052 0.093
C 5.56975 5.81994 1.13546 0.013 0.058 -0.007 -0.101
C 6.04127 7.01575 0.52618 0.013 -0.010 0.009 -0.110
C 7.40973 6.97181 0.53815 0.022 -0.005 0.004 -0.150
N 7.78472 5.79734 1.13130 -0.034 -0.011 -0.003 -0.007
C 6.66970 5.09012 1.49663 0.049 0.012 0.006 -0.139
H 4.54503 5.52992 1.28930 0.040 -0.008 -0.035 0.061
H 5.44206 7.81578 0.12507 -0.005 0.005 -0.003 0.088
H 8.14467 7.67052 0.17709 -0.007 0.012 -0.002 0.102
H 8.73086 5.50079 1.27732 0.013 -0.005 -0.003 0.139
H 6.75483 4.13151 1.97894 -0.017 -0.005 0.001 0.103
C 1.70827 -2.89139 -5.53259 -0.011 -0.083 -0.023 -0.131
C 0.96809 -2.27704 -6.58171 -0.052 -0.024 0.035 -0.113
C 0.77835 -0.96615 -6.23166 -0.035 0.021 0.051 -0.139
N 1.37221 -0.76858 -5.01549 -0.007 0.032 -0.021 0.004
C 1.94385 -1.93294 -4.58354 -0.070 0.031 0.077 -0.139
H 2.02776 -3.91917 -5.48062 0.034 0.005 -0.023 0.094
H 0.61477 -2.74503 -7.48529 0.026 0.002 -0.021 0.091
H 0.27142 -0.16305 -6.73869 0.002 0.003 -0.015 0.104
H 1.38317 0.09988 -4.51296 0.035 0.025 -0.016 0.143
H 2.46223 -1.98100 -3.64132 0.025 -0.009 -0.009 0.108
C 5.24917 -2.24702 3.72460 -0.006 0.004 0.023 -0.099
C 3.88871 -1.83559 3.77975 0.006 -0.052 -0.018 -0.091
C 3.80018 -0.86078 4.73666 0.016 0.108 0.014 -0.168
N 5.05158 -0.67085 5.26495 0.004 -0.030 0.017 0.003
C 5.93982 -1.51052 4.64985 0.010 -0.003 0.024 -0.135
H 5.67102 -2.99790 3.07816 0.001 -0.001 -0.006 0.092
H 3.06952 -2.20986 3.18866 -0.035 0.008 0.011 0.081
H 2.95871 -0.29059 5.09026 -0.002 0.048 -0.042 0.089
H 5.28211 -0.01476 5.98819 0.026 0.051 -0.019 0.147
H 6.98138 -1.51093 4.92123 0.003 -0.014 -0.004 0.108
C 1.67985 -3.57200 8.84891 0.008 0.011 0.037 -0.112
C 1.48523 -2.18806 9.10370 -0.028 0.036 -0.015 -0.116
C 2.26887 -1.49762 8.21463 -0.015 -0.070 -0.161 -0.149
N 2.92495 -2.41141 7.43236 -0.018 -0.078 0.156 0.020
C 2.57737 -3.67516 7.81833 0.011 0.080 -0.051 -0.149
H 1.21472 -4.39600 9.36350 0.001 -0.001 0.016 0.093
H 0.84346 -1.74944 9.84965 -0.014 -0.001 -0.001 0.092
H 2.41391 -0.43952 8.07261 0.026 0.029 0.047 0.100
H 3.56559 -2.18792 6.69006 -0.020 -0.022 -0.077 0.103
H 2.99022 -4.53743 7.32373 0.012 -0.016 0.001 0.110
C -6.16428 1.38326 -6.35382 -0.058 0.030 0.022 -0.119
C -6.22938 1.56493 -4.94476 0.059 -0.002 -0.031 -0.099
C -5.81926 0.39448 -4.36521 0.022 -0.091 0.063 -0.151
N -5.51585 -0.48641 -5.36816 0.018 0.035 0.007 0.005
C -5.72396 0.10788 -6.58279 0.026 -0.039 -0.004 -0.149
H -6.41084 2.10821 -7.11124 -0.013 0.002 -0.006 0.088
H -6.53381 2.45432 -4.41958 -0.006 0.004 0.004 0.092
H -5.71192 0.11236 -3.33058 -0.035 0.043 0.021 0.092
H -5.19002 -1.42497 -5.23333 -0.012 -0.019 0.002 0.142
H -5.53642 -0.42232 -7.50084 -0.015 0.011 -0.014 0.108
C -3.60930 2.49081 -8.76640 0.013 -0.010 -0.028 -0.104
C -4.27168 3.59762 -9.36563 0.005 -0.012 0.005 -0.110
C -3.41002 4.14361 -10.27954 0.026 -0.011 -0.004 -0.144
N -2.25504 3.41067 -10.25494 -0.004 0.007 -0.050 0.003
C -2.36842 2.40251 -9.33816 0.034 -0.013 -0.011 -0.143
H -3.99853 1.83861 -8.00358 -0.005 0.014 0.030 0.063
H -5.26540 3.95255 -9.14883 -0.004 0.005 0.001 0.087
H -3.51924 4.98596 -10.94070 -0.013 0.010 0.008 0.103
H -1.44306 3.58527 -10.81810 0.053 -0.007 0.047 0.127
H -1.55741 1.71403 -9.17262 0.014 0.010 0.008 0.097
C -0.26771 -6.93106 -3.04568 -0.006 -0.017 0.005 -0.116
C -1.06455 -7.28710 -4.16738 -0.002 -0.015 0.009 -0.116
C -1.21322 -6.16173 -4.93409 -0.009 0.053 0.008 -0.143
N -0.54068 -5.14247 -4.31967 -0.060 0.019 0.015 0.005
C 0.03997 -5.60189 -3.17082 -0.012 0.060 -0.003 -0.149
H 0.04519 -7.57680 -2.24251 0.006 -0.007 0.002 0.087
H -1.47807 -8.25709 -4.38622 0.002 -0.008 -0.003 0.088
H -1.73671 -6.00098 -5.86081 -0.005 -0.015 -0.007 0.104
H -0.47454 -4.19860 -4.66018 0.103 -0.004 -0.040 0.119
H 0.62155 -4.94696 -2.54463 0.011 -0.004 0.003 0.102
C 2.77414 2.33651 -10.58396 0.002 -0.008 0.006 -0.107
C 1.73399 1.37274 -10.47907 -0.008 0.021 0.028 -0.110
C 0.81943 1.65179 -11.45839 -0.091 0.022 -0.035 -0.160
N 1.26614 2.74719 -12.14978 -0.019 0.022 0.058 -0.003
C 2.45760 3.16823 -11.62333 -0.028 0.018 -0.019 -0.140
H 3.65403 2.40787 -9.96751 0.006 -0.003 0.004 0.091
H 1.66808 0.56687 -9.76730 0.012 -0.015 0.001 0.087
H -0.10509 1.16707 -11.72421 0.010 -0.026 -0.004 0.106
H 0.79475 3.17382 -12.92540 0.031 -0.031 -0.052 0.141
H 2.97557 4.01803 -12.03288 0.012 0.005 0.011 0.106


[2]
46
Properties=species:S:1:pos:R:3:forces:R:3:lowdin_charge:R:1 method="wB97M-V/def2-TZVPD" charge=+2 homo_energy_ev=-14.5 homo_lumo_gap_ev=1.32 total_energy_ha=-3554.8586
Al 2.22492 -1.60813 -2.21661 -0.034 -0.056 -0.128 0.997
C 1.33679 4.57362 0.85854 1.831 0.863 1.693 -0.697
F 2.46863 4.36238 1.59058 -0.896 -0.752 -1.211 0.127
F 0.69008 5.49257 1.47373 -1.497 0.872 0.893 0.224
F 1.62878 5.00189 -0.32137 0.282 -0.703 -1.088 0.233
S 0.19868 3.05529 0.74122 -2.172 0.065 -4.728 0.801
O -1.11456 3.34806 1.35550 2.921 -1.071 -0.402 -0.180
O 0.17742 2.74217 -0.70767 0.326 0.205 3.190 -0.254
N 1.15048 1.75367 1.47551 -1.150 1.533 -1.116 -0.098
S 0.84410 1.99755 2.97533 -0.398 0.458 3.743 0.622
O 0.57756 3.37340 3.38389 0.337 -1.026 -0.647 -0.142
O -0.02182 1.00520 3.54817 0.424 -0.066 -0.349 -0.112
C 2.62943 1.73156 3.70595 2.724 2.595 0.017 -0.619
F 3.16911 0.65394 3.23756 0.224 -0.079 -1.395 0.225
F 3.37952 2.90973 3.52705 -1.621 -2.686 -0.749 0.126
F 2.53742 1.60134 4.95868 -1.325 -0.187 2.243 0.262
O -1.20575 0.76002 -6.33264 -0.765 0.996 -0.846 -0.293
S -2.24277 1.51718 -7.00351 -2.026 -0.046 0.904 0.635
O -3.31161 2.14582 -6.20135 2.047 -0.785 -1.329 -0.287
O -1.56217 2.60067 -7.96576 -0.344 0.278 0.042 -0.256
C -2.26671 3.83745 -8.22479 2.612 2.489 1.444 -0.176
C -1.80050 4.85479 -7.06607 -1.766 -0.023 0.914 -0.041
C -2.99589 0.50984 -8.27710 0.636 -0.031 0.264 -0.104
H -3.32963 3.80113 -8.46349 0.044 -0.453 0.741 0.130
H -1.79256 4.35946 -9.05592 0.236 -0.886 -0.661 0.124
H -2.23717 4.50041 -6.13235 -0.668 -0.173 0.111 0.064
H -2.12547 5.88779 -7.19020 -0.634 -0.165 -0.583 0.079
H -0.80842 5.05821 -6.66297 0.909 -1.017 -1.297 0.082
H -3.74657 -0.11983 -7.79949 0.170 -0.073 -0.177 0.081
H -2.14421 -0.02910 -8.69216 -0.224 -0.390 0.082 0.074
H -3.40484 1.09855 -9.09824 -0.191 0.259 0.433 0.078
O 0.99780 -4.96900 2.73455 -0.650 -2.469 3.970 -0.340
S 0.75818 -5.82923 3.96261 0.160 1.800 -1.957 0.760
O 1.15356 -7.22634 3.99040 -0.875 1.684 -0.123 -0.271
O 1.55180 -5.10302 5.23846 -1.776 0.565 -2.908 -0.237
C 1.79915 -5.81482 6.39071 1.118 -0.340 0.832 -0.308
C 1.97261 -4.83568 7.50340 0.444 0.280 0.499 -0.043
C -1.07868 -5.55659 4.56902 1.756 -1.321 -0.431 -0.032
H 2.71197 -6.36841 6.17071 0.762 -0.138 0.285 0.149
H 1.17564 -6.67352 6.63964 -0.981 0.189 -0.253 0.141
H 2.14004 -5.42075 8.40771 -0.147 0.449 0.234 0.098
H 1.20327 -4.06865 7.59223 -0.848 -0.670 0.176 0.091
H 2.79675 -4.13613 7.36370 0.696 -0.516 -0.224 0.091
H -1.72322 -5.86418 3.74559 0.203 0.442 -0.170 0.068
H -1.21918 -4.55158 4.96691 0.195 -0.208 -0.267 0.071
H -1.14206 -6.35876 5.30428 -0.071 0.306 0.329 0.059